Record 1
The following is a DFT calculation (the ωB97M-V functional and the def2-TZVPD basis) of a structure of composition C23H20ClN5O6RuS.

Results
2S+1: 5
LUMO level (spin up / spin down), eV: -7.0 / -7.9
Relative energy (zero: lowest compared OMol25 entry of this formula, charge and spin), kcal per mole: 0.0
Molar mass, g/mol: 631.03
Total charge: +2
Max |F|, eV Å⁻¹: 0.56
Gap between HOMO and LUMO (spin up / spin down), eV: 6.4777 / 6.3277

Each line ends with the Löwdin charge.
CARTESIAN COORDINATES (ANGSTROEM)
1 Ru 0.493 0.430 0.564  1.258
2 O 3.156 1.734 -2.153  -0.193
3 Cl 2.220 1.699 -1.116  0.721
4 O 0.897 2.120 -1.463  -0.300
5 O 2.022 0.177 -0.707  -0.516
6 O 2.638 2.319 0.103  -0.318
7 C -8.439 -2.421 6.869  -0.011
8 O -7.458 -2.587 5.831  -0.021
9 C -7.326 -1.668 4.899  -0.246
10 C -6.366 -1.965 3.896  0.040
11 C -6.151 -1.097 2.872  0.016
12 C -6.887 0.112 2.827  -0.255
13 C -7.851 0.397 3.810  0.033
14 C -8.068 -0.473 4.847  0.026
15 N -6.784 1.030 1.816  0.162
16 N -6.043 1.002 0.863  0.169
17 C -4.761 0.676 0.553  -0.193
18 C -4.513 0.185 -0.733  0.053
19 C -3.235 -0.139 -1.162  0.051
20 C -2.166 0.085 -0.315  -0.289
21 O -0.916 -0.173 -0.637  -0.172
22 C -2.388 0.652 0.976  -0.133
23 N -1.258 0.902 1.703  -0.037
24 C -1.375 1.469 2.889  -0.094
25 C -2.623 1.821 3.421  0.008
26 C -3.765 1.573 2.708  0.045
27 C -3.668 0.961 1.444  -0.069
28 H -8.355 -3.308 7.487  0.106
29 H -9.437 -2.361 6.438  0.108
30 H -8.217 -1.532 7.459  0.105
31 H -5.842 -2.908 3.965  0.137
32 H -5.445 -1.345 2.090  0.121
33 H -8.421 1.312 3.721  0.135
34 H -8.810 -0.247 5.595  0.120
35 H -5.359 0.044 -1.393  0.140
36 H -3.062 -0.544 -2.149  0.143
37 H -0.463 1.658 3.441  0.090
38 H -2.662 2.299 4.389  0.128
39 H -4.726 1.867 3.110  0.124
40 N 3.953 -0.257 1.409  0.172
41 C 3.273 0.081 2.483  -0.681
42 S 1.514 -0.009 2.545  0.743
43 N 3.894 0.409 3.603  0.087
44 C 3.238 0.942 4.776  -0.302
45 C 3.067 0.137 5.886  -0.015
46 C 2.458 0.673 7.012  -0.052
47 C 2.033 1.993 7.013  -0.058
48 C 2.217 2.792 5.890  -0.059
49 C 2.829 2.268 4.762  -0.036
50 H 3.469 -0.483 0.546  0.085
51 H 4.958 -0.164 1.379  0.148
52 H 4.902 0.315 3.637  0.179
53 H 3.404 -0.891 5.872  0.125
54 H 2.324 0.059 7.892  0.117
55 H 1.571 2.408 7.898  0.115
56 H 1.907 3.828 5.902  0.114
57 H 3.004 2.878 3.885  0.124

Forces on the atoms, in the same order (eV/Å):
-0.5 0.0 0.3
-0.1 0.0 0.0
0.1 -0.2 0.0
0.0 0.0 0.0
0.1 0.2 0.1
0.1 0.1 -0.1
0.0 0.0 0.0
0.0 0.0 -0.1
0.0 0.0 0.0
0.0 0.0 0.0
0.0 0.0 0.0
0.0 0.0 0.1
0.0 0.0 0.0
0.0 -0.1 0.0
0.0 0.0 0.0
0.0 0.1 0.0
0.0 0.0 0.0
0.0 0.0 0.0
-0.1 0.0 0.0
0.2 0.0 0.0
-0.2 0.0 -0.3
0.0 0.0 0.0
0.1 -0.1 -0.2
0.0 0.0 0.0
0.0 0.0 0.0
0.0 0.0 0.0
0.0 0.0 0.0
0.0 0.0 0.0
0.0 0.0 0.0
0.0 0.0 0.0
0.0 0.0 0.0
0.0 0.0 0.0
0.0 0.0 0.0
0.0 0.0 0.0
0.0 0.0 0.0
0.0 0.0 0.0
0.0 0.0 0.0
0.0 0.0 0.0
0.0 0.0 0.0
-0.1 -0.1 -0.1
0.0 0.0 0.0
0.3 0.0 0.2
-0.1 0.0 0.0
0.0 0.1 -0.1
0.0 0.0 0.0
0.0 0.0 0.0
0.0 0.0 0.0
0.0 0.0 0.0
0.0 0.0 0.0
0.1 0.1 0.1
0.0 0.0 0.0
0.0 0.0 0.0
0.0 0.0 0.0
0.0 0.0 0.0
0.0 0.0 0.0
0.0 0.0 0.0
0.0 0.0 0.0



Record 2
The following is a DFT calculation (the ωB97M-V functional and the def2-TZVPD basis) of a structure of composition C23H20CuN11O3S.

Results
2S+1: 2
LUMO level (spin up / spin down), eV: -3.1 / -3.3
Relative energy (zero: lowest compared OMol25 entry of this formula, charge and spin), kcal per mole: 0.0
Molar mass, g/mol: 594.10
Total charge: +1
Max |F|, eV Å⁻¹: 0.17
Gap between HOMO and LUMO (spin up / spin down), eV: 6.8477 / 6.6541

Each line ends with the Löwdin charge.
CARTESIAN COORDINATES (ANGSTROEM)
1 Cu 0.234 0.002 0.254  0.603
2 N 1.962 -0.951 3.794  0.138
3 C 0.725 -0.751 4.371  -0.033
4 C -0.097 -0.341 3.369  -0.067
5 N 0.625 -0.284 2.202  0.058
6 C 1.857 -0.657 2.485  -0.232
7 C 2.851 -0.696 1.427  -0.257
8 N 2.530 -0.280 0.221  0.096
9 C 3.643 -0.467 -0.553  -0.088
10 C 4.647 -0.993 0.203  -0.051
11 N 4.128 -1.136 1.467  0.127
12 H 2.787 -1.255 4.282  0.167
13 H 0.551 -0.922 5.417  0.125
14 H -1.146 -0.097 3.399  0.101
15 H 3.658 -0.212 -1.598  0.115
16 H 5.656 -1.276 -0.036  0.123
17 H 4.618 -1.527 2.254  0.165
18 N -0.781 0.780 -3.667  0.048
19 C -0.549 -0.157 -2.750  -0.106
20 N -0.206 0.451 -1.632  0.072
21 C -0.294 1.774 -1.924  -0.328
22 N -0.638 2.020 -3.159  0.158
23 C -0.067 2.719 -0.833  -0.158
24 C -0.153 4.100 -0.941  -0.028
25 N 0.038 4.886 0.110  0.116
26 C 0.307 4.296 1.270  -0.085
27 C 0.390 2.917 1.393  -0.067
28 N 0.204 2.131 0.339  0.086
29 H -1.136 0.660 -4.603  0.171
30 H -0.651 -1.221 -2.889  0.150
31 H -0.383 4.563 -1.892  0.132
32 H 0.456 4.936 2.130  0.117
33 H 0.603 2.438 2.340  0.111
34 S -3.695 1.078 -2.168  0.618
35 C -4.935 0.158 -1.517  -0.846
36 N -4.727 -1.167 -1.227  0.076
37 C -5.664 -1.964 -0.684  -0.052
38 C -6.899 -1.462 -0.416  -0.039
39 C -7.082 -0.101 -0.733  -0.113
40 N -6.164 0.675 -1.250  0.071
41 H -3.791 -1.567 -1.362  0.089
42 H -5.356 -2.983 -0.493  0.140
43 H -7.684 -2.064 0.011  0.105
44 H -8.043 0.368 -0.543  0.117
45 O -2.329 -3.517 2.068  0.089
46 C -2.735 -2.220 2.132  -0.277
47 C -3.462 -1.712 3.203  -0.021
48 C -3.846 -0.378 3.212  -0.085
49 C -3.501 0.457 2.158  -0.079
50 C -2.774 -0.059 1.092  -0.076
51 C -2.389 -1.394 1.065  -0.104
52 C -1.636 -1.960 -0.124  -0.581
53 O -2.257 -2.495 -1.038  0.050
54 O -0.359 -1.804 -0.107  -0.073
55 H -2.677 -4.010 2.818  0.115
56 H -3.733 -2.365 4.025  0.119
57 H -4.424 0.004 4.044  0.110
58 H -3.820 1.491 2.147  0.112
59 H -2.560 0.571 0.233  0.057

Forces on the atoms, in the same order (eV/Å):
0.0 0.1 -0.1
0.0 0.0 0.0
0.0 0.0 0.0
0.0 0.0 0.0
0.0 0.0 0.0
0.0 0.0 0.0
0.0 0.0 0.0
0.0 -0.1 0.1
0.0 0.0 0.0
0.0 0.0 0.0
0.0 0.0 0.0
0.0 0.0 0.0
0.0 0.0 0.0
0.0 0.0 0.0
0.0 0.0 0.0
0.0 0.0 0.0
0.0 0.0 0.0
0.0 0.0 0.0
0.0 0.0 0.0
0.0 0.0 0.0
0.0 0.0 0.0
0.0 0.0 0.0
0.0 0.0 0.0
0.0 0.0 0.0
0.0 0.0 0.0
0.0 0.0 0.0
0.0 0.0 0.0
0.0 0.0 0.0
0.0 0.0 0.0
0.0 0.0 0.0
0.0 0.0 0.0
0.0 0.0 0.0
0.0 0.0 0.0
0.0 0.0 0.0
0.0 0.0 0.0
0.0 0.0 0.0
0.0 0.0 0.0
0.0 0.0 0.0
0.0 0.0 0.0
0.0 0.0 0.0
0.0 0.0 0.0
0.0 0.0 0.0
0.0 0.0 0.0
0.0 0.0 0.0
0.0 0.0 0.0
0.0 0.0 0.0
0.0 0.0 0.0
0.0 0.0 0.0
0.0 0.0 0.0
0.0 0.0 0.0
-0.1 0.0 0.0
0.1 0.1 0.1
0.0 0.0 0.0
0.0 -0.1 0.0
0.0 0.0 0.0
0.0 0.0 0.0
0.0 0.0 0.0
0.0 0.0 0.0
0.0 0.0 0.0



Record 3
The following is a DFT calculation (the ωB97M-V functional and the def2-TZVPD basis) of the molecule C23H20F2N2O8 at a distorted geometry.

Results
LUMO level, eV: 0.1
Relative energy (zero: lowest compared OMol25 entry of this formula, charge and spin), kcal per mole: 1.2
Molar mass, g/mol: 490.41
Max |F|, eV Å⁻¹: 1.80
Gap between HOMO and LUMO, eV: 8.5288
SMILES: COc1cc(C(=O)OCC(=O)Nc2ccc3c(c2)OC(F)(F)O3)ccc1OCc1c(C)noc1C

Each line ends with the Löwdin charge.
CARTESIAN COORDINATES (ANGSTROEM)
1 C 2.739 -0.506 3.317  -0.067
2 O 2.614 0.746 2.680  -0.092
3 C 2.722 0.789 1.321  -0.176
4 C 2.891 -0.336 0.533  0.069
5 C 3.046 -0.230 -0.850  -0.124
6 C 2.928 -1.424 -1.695  -0.444
7 O 2.663 -1.391 -2.880  0.089
8 O 3.008 -2.573 -1.000  0.013
9 C 2.487 -3.750 -1.614  -0.047
10 C 0.990 -3.806 -1.258  -0.421
11 O 0.527 -4.634 -0.513  0.095
12 N 0.311 -2.768 -1.820  0.143
13 C -0.889 -2.191 -1.398  -0.199
14 C -1.719 -2.790 -0.453  0.005
15 C -2.868 -2.159 0.008  0.035
16 C -3.155 -0.924 -0.516  -0.172
17 C -2.335 -0.331 -1.471  -0.174
18 C -1.196 -0.932 -1.934  0.082
19 O -2.873 0.901 -1.799  0.159
20 C -3.994 1.029 -1.035  -0.651
21 F -5.069 1.254 -1.830  0.152
22 F -3.915 2.155 -0.287  0.150
23 O -4.206 -0.058 -0.255  0.176
24 C 3.120 1.028 -1.442  -0.006
25 C 2.923 2.150 -0.669  0.005
26 C 2.643 2.054 0.693  -0.200
27 O 2.298 3.212 1.313  -0.014
28 C 1.318 3.172 2.347  -0.105
29 C 0.167 2.275 2.024  -0.102
30 C -0.482 1.345 2.890  -0.293
31 C -0.271 1.157 4.345  -0.008
32 N -1.382 0.666 2.232  0.129
33 O -1.376 1.111 0.950  0.001
34 C -0.458 2.084 0.817  -0.230
35 C -0.327 2.744 -0.503  0.032
36 H 2.733 -0.296 4.385  0.095
37 H 1.900 -1.165 3.073  0.106
38 H 3.682 -0.994 3.055  0.101
39 H 2.874 -1.320 0.969  0.117
40 H 3.007 -4.597 -1.166  0.139
41 H 2.647 -3.720 -2.697  0.134
42 H 0.814 -2.219 -2.510  0.118
43 H -1.449 -3.758 -0.063  0.102
44 H -3.500 -2.615 0.750  0.126
45 H -0.561 -0.456 -2.664  0.132
46 H 3.281 1.104 -2.505  0.123
47 H 2.926 3.135 -1.108  0.128
48 H 1.770 2.860 3.294  0.123
49 H 0.992 4.214 2.438  0.140
50 H 0.790 1.152 4.580  0.062
51 H -0.728 0.224 4.661  0.087
52 H -0.737 1.978 4.889  0.090
53 H 0.266 3.648 -0.409  0.093
54 H 0.150 2.074 -1.218  0.087
55 H -1.318 2.989 -0.881  0.087

Forces on the atoms, in the same order (eV/Å):
0.0 -0.2 0.1
0.0 0.4 -0.3
0.1 0.2 0.0
0.0 0.0 -0.1
0.0 0.4 0.3
-0.2 -0.1 -0.4
0.2 0.0 0.1
0.3 0.2 0.2
-0.2 -0.3 -0.2
0.5 0.1 -0.3
-0.1 -0.2 0.2
0.1 0.2 -0.4
-0.5 0.0 0.4
0.3 -0.2 -0.1
-0.3 0.6 -0.1
0.4 0.0 -0.4
-0.3 -0.4 0.4
-0.3 0.2 0.1
0.6 -0.5 -0.2
-1.1 1.4 -0.1
0.2 -0.3 0.0
0.2 -0.2 0.1
0.2 -0.6 0.3
0.0 -0.4 0.0
0.0 0.0 0.3
0.0 -0.3 -0.2
0.5 -0.1 -0.1
-0.5 0.2 0.4
-0.3 -0.1 -0.6
0.0 0.1 -0.7
-0.1 0.0 0.0
-0.2 -0.5 1.0
0.3 0.5 -0.6
0.3 0.2 0.8
-0.2 -0.2 0.0
0.0 -0.1 -0.1
0.0 0.0 0.0
0.0 0.0 0.0
0.0 0.0 0.1
-0.2 0.1 -0.1
0.0 0.0 0.2
0.0 -0.2 0.2
0.0 0.0 0.0
-0.1 -0.1 0.1
0.1 0.1 -0.1
0.0 0.0 -0.1
0.0 0.1 0.0
-0.1 0.1 -0.2
0.1 -0.1 0.0
0.1 0.0 0.1
0.0 -0.1 0.1
0.0 0.0 0.1
0.1 0.0 0.0
0.0 0.0 -0.1
0.0 0.1 0.0



Record 4
The following is a DFT calculation (the ωB97M-V functional and the def2-TZVPD basis) of a structure of composition C23H20F3N5O6S at a distorted geometry.

Results
LUMO level, eV: -2.4
Relative energy (zero: lowest compared OMol25 entry of this formula, charge and spin), kcal per mole: 47.7
Molar mass, g/mol: 551.50
Max |F|, eV Å⁻¹: 6.27
Gap between HOMO and LUMO, eV: 5.0086

Each line ends with the Löwdin charge.
CARTESIAN COORDINATES (ANGSTROEM)
1 C 0.604 -4.975 0.670  0.008
2 N 1.818 -4.486 1.261  -0.027
3 C 2.025 -4.416 2.682  -0.142
4 H 1.367 -3.248 3.055  0.076
5 C 1.564 -5.680 3.363  -0.154
6 C 2.090 -6.967 2.994  -0.015
7 C 1.658 -8.140 3.621  -0.037
8 C 0.700 -8.126 4.625  -0.264
9 C 0.236 -9.390 5.317  -0.049
10 C 0.178 -6.877 4.976  -0.011
11 C 0.605 -5.692 4.366  -0.001
12 N 3.462 -4.289 2.761  0.000
13 C 4.244 -4.689 3.911  0.003
14 C 4.043 -4.281 1.493  -0.133
15 C 3.003 -4.400 0.556  -0.141
16 C 3.263 -4.684 -0.803  0.006
17 C 4.598 -4.802 -1.204  -0.075
18 C 5.643 -4.667 -0.278  -0.073
19 C 5.388 -4.430 1.082  0.008
20 H 0.595 -4.738 -0.413  0.103
21 H 0.537 -6.066 0.802  0.107
22 H -0.242 -4.527 1.204  0.075
23 H 2.846 -7.070 2.211  0.126
24 H 2.081 -9.106 3.327  0.122
25 H -0.527 -9.186 6.081  0.078
26 H -0.207 -10.130 4.625  0.087
27 H 1.051 -9.931 5.831  0.087
28 H -0.574 -6.829 5.754  0.115
29 H 0.182 -4.736 4.686  0.103
30 H 5.307 -4.417 3.739  0.101
31 H 3.838 -4.187 4.797  0.073
32 H 4.178 -5.782 4.055  0.101
33 H 2.425 -4.772 -1.492  0.106
34 H 4.832 -5.009 -2.247  0.109
35 H 6.669 -4.760 -0.626  0.108
36 H 6.179 -4.330 1.817  0.104
37 O 3.569 -0.727 5.567  -0.293
38 S 2.362 -1.546 5.661  0.789
39 O 2.375 -2.994 5.665  -0.327
40 C 1.543 -1.074 7.311  -0.612
41 F 2.347 -1.537 8.289  0.128
42 F 1.394 0.256 7.448  0.138
43 F 0.335 -1.668 7.410  0.127
44 C 1.312 -1.118 4.278  -0.247
45 C 0.747 -2.278 3.437  -0.037
46 C -0.448 -1.639 2.767  -0.071
47 N -1.509 -2.324 2.241  -0.181
48 O -1.803 -3.520 2.192  0.004
49 O -2.341 -1.359 1.588  0.018
50 N -1.923 -0.080 1.881  0.137
51 C -0.794 -0.261 2.660  -0.157
52 C -0.092 0.723 3.401  -0.099
53 N -0.480 2.143 3.405  -0.322
54 O -1.285 2.620 2.578  0.049
55 O 0.015 2.866 4.304  0.015
56 C 0.951 0.243 4.231  0.004
57 H 0.294 -3.034 4.185  0.117
58 H 1.491 1.016 4.800  0.133

Forces on the atoms, in the same order (eV/Å):
-0.6 -0.2 -0.2
0.6 0.2 0.9
4.2 -2.6 -3.9
0.3 1.4 -0.6
-1.0 -1.3 1.1
-0.2 0.7 0.0
0.5 0.2 -0.5
-0.5 0.5 0.4
-0.1 -0.5 0.2
0.2 -0.1 -0.1
-0.2 0.3 0.2
-1.0 0.1 -0.7
0.3 0.0 0.6
-0.1 -0.4 -0.3
0.3 -0.5 0.1
0.1 0.5 0.4
-0.7 0.1 0.2
-0.2 0.2 0.8
-0.6 0.4 -0.3
-0.2 0.0 0.8
0.0 0.2 -0.1
0.0 -0.1 -0.4
-0.2 0.2 0.2
0.0 0.4 -0.1
0.2 0.1 -0.3
0.2 0.5 0.1
-0.1 0.4 -0.3
0.0 0.1 0.0
0.0 -0.6 0.0
-0.8 0.0 0.2
0.4 -0.2 -0.2
0.1 0.4 -0.1
0.4 -0.1 0.0
-0.1 0.0 0.3
-0.2 0.0 0.2
0.1 -0.1 -0.3
-1.3 -1.2 0.9
0.3 1.3 -2.3
0.2 0.2 0.6
0.0 0.0 0.1
-0.6 0.4 -0.6
0.1 -1.1 -0.2
0.8 0.4 -0.1
0.7 -0.4 0.6
-3.6 1.2 4.4
-0.8 -1.7 -0.9
1.2 1.6 -0.2
0.2 0.5 -0.1
0.3 -1.0 0.7
2.5 -1.1 1.9
-2.4 0.8 -2.1
1.0 0.5 0.5
-0.2 1.5 0.5
1.4 -1.8 1.1
-0.4 -1.4 -1.2
-0.7 0.3 -1.3
0.3 1.4 -0.8
-0.3 -0.7 0.0